[1]
# C28H72N5O13

A cluster of 9 separate species, C28H72N5O13 in total in a non-equilibrium geometry (ωB97M-V/def2-TZVPD, OMol25).

```
! wB97M-V def2-TZVPD RIJCOSX def2/J DEFGRID3
* xyz 1 1
O 4.2433 2.3746 0.4797
O -5.6769 -4.5256 0.5150
O -0.8662 -1.8719 -1.3269
O 1.0679 -0.8675 -0.9670
O 0.9163 -2.5763 5.8267
O -1.1492 -1.7876 5.4139
O -2.6969 2.5470 -1.8420
O 2.2356 2.5618 4.3829
O 1.4038 -4.7629 -1.7323
O 0.7218 4.0717 3.7657
O -4.5243 0.2763 3.5389
O 4.5600 -2.2081 -3.4128
O -4.1303 -4.7784 -1.0186
N 0.5729 3.9492 -2.9412
N 4.5294 5.2410 -0.1192
N -1.3793 -4.5258 -2.0631
N -6.3118 1.9818 4.4930
N 1.6803 -2.0355 -3.4953
C -4.6674 -4.1002 -0.0727
C 4.6512 4.5856 1.2610
C 3.8757 -0.9827 -3.4321
C 0.5348 -5.0563 -0.6450
C -2.5345 1.1495 -1.9308
C -3.2815 -0.4425 3.4161
C 0.7938 2.0328 2.5827
C -0.1079 -1.1517 -0.6050
C -6.0775 1.8376 2.9821
C 1.8418 0.1906 -4.4518
C 0.0674 -2.8404 3.6255
C -0.3006 3.0300 -2.0662
C -0.7064 -0.5474 0.6356
C -0.0643 -2.3430 5.1105
C -0.6665 -6.8670 -1.9529
C -1.7394 3.3480 -2.4780
C 2.7696 -4.8911 -1.3477
C -4.6477 1.3651 2.6908
C 3.7260 3.4016 1.3373
C 0.0154 3.1734 -0.5914
C 4.3329 5.6538 2.3086
C 1.2793 2.9449 3.6728
C -3.9733 -2.8422 0.4142
C 2.6130 -1.0918 -4.2119
C -0.8138 -5.5712 -1.1643
C 3.3167 1.5974 -0.2381
C 5.6402 -2.2111 -2.4815
C -6.2660 3.2329 2.3767
H -2.4484 0.2632 3.3507
H 2.6639 3.5355 1.1045
H -7.2266 3.6803 2.6444
H 4.6951 4.5770 -0.8747
H 4.9918 6.5162 2.1716
H -0.1598 -6.8236 -2.9152
H 4.5591 5.3384 3.3265
H 1.5046 0.6334 -3.5121
H 5.6753 4.2164 1.2632
H 3.5807 5.6114 -0.1413
H -0.4374 2.2809 -0.1625
H 0.7107 2.5054 1.6083
H 0.7080 -3.7249 3.5795
H -0.5985 -1.3660 1.3544
H 3.7184 3.0018 2.3573
H 3.1113 -5.9254 -1.3025
H -4.7220 1.1674 1.6124
H -1.5166 0.7869 -1.7621
H -0.1655 0.3291 0.9743
H 0.3988 4.9447 -2.7842
H -2.8093 0.8372 -2.9462
H 3.4089 -4.4205 -2.0985
H 2.4326 0.9249 -5.0071
H 0.7453 -2.1164 -3.8958
H -0.8647 -3.1321 3.1334
H -0.1341 -7.5799 -1.3195
H -2.3711 -4.7359 -2.2753
H 1.5805 3.8008 -2.8821
H -2.0199 4.4036 -2.4637
H 1.0564 3.2135 -0.2796
H 6.1986 -3.1312 -2.6368
H -5.4738 3.9120 2.6895
H 3.7361 0.6519 -0.5727
H -1.6511 -7.3320 -2.0374
H 0.9990 -5.8456 -0.0502
H 4.5404 -0.1873 -3.7918
H -5.9908 1.1617 5.0159
H 2.5504 1.2348 0.4596
H -1.7724 -0.4456 0.4463
H 3.2925 5.9810 2.3136
H -0.8828 -4.5731 -2.9486
H 1.3715 1.1163 2.4293
H 2.0519 -2.9864 -3.5368
H 0.4024 3.8238 -3.9441
H -0.1891 1.6536 2.8823
H -1.9294 3.1375 -3.5455
H 2.9279 -4.3022 -0.4423
H 5.3081 -2.1312 -1.4460
H -3.3617 -2.5228 -0.4352
H 2.7433 2.0948 -1.0360
H -6.8385 1.1320 2.6621
H -7.3139 2.1073 4.6429
H -3.1887 -1.0892 4.2831
H 6.3245 -1.4004 -2.7487
H -3.9105 2.1480 2.8968
H -6.2860 3.1710 1.2894
H -3.2310 -0.9959 2.4748
H -0.4039 4.0944 -0.1814
H 3.6117 -0.6015 -2.4341
H -1.2862 -3.6032 -1.6165
H -3.3834 -2.9788 1.3176
H 1.5126 -1.7141 -2.5249
H -4.7229 -2.0597 0.5551
H -1.5173 -5.7297 -0.3485
H 0.0020 2.0489 -2.4322
H 2.8072 -1.5386 -5.1893
H -5.9305 2.8207 4.9341
H 0.5918 -2.0488 3.0810
H -3.1727 0.6119 -1.2350
H 1.0022 0.0804 -5.1405
H 5.2086 5.9984 -0.1829
H 0.3791 -4.1747 -0.0159
*
```

Properties
- Frontier orbital gap: 2.21 eV
- Energy: -64256.4469 eV

---

[2]
# C28H73ClNO6P

A cluster of 7 separate species, C28H73ClNO6P in total (ωB97M-V/def2-TZVPD, OMol25).

```
! wB97M-V def2-TZVPD RIJCOSX def2/J DEFGRID3
* xyz 0 1
Cl -5.3547 -1.9038 -1.0191
P -1.4174 -4.5113 0.4341
O 4.3829 6.5727 -5.0149
O -1.5030 1.1428 -0.7682
O -2.4739 -6.9150 3.8616
O 0.3835 3.4000 -4.1177
O -1.7434 6.0110 1.8477
O 3.2936 -5.9647 3.1821
N 1.1722 -3.7204 -0.1026
C 0.2203 -3.7018 1.0009
C 0.8954 4.6027 -4.6660
C -2.9520 6.7135 2.0705
C 5.5399 7.3659 -2.9855
C 4.0909 -8.0248 4.2763
C 0.3679 4.9326 -6.0511
C 2.1457 1.9230 -5.0027
C -1.1517 3.5830 -0.6766
C -2.7972 8.2240 2.1115
C -3.7688 -6.3471 3.9492
C -4.2856 -4.3021 -0.2656
C -1.6672 -6.8099 5.0215
C -1.0725 2.2969 -1.4766
C -3.9359 -2.8341 -0.4595
C -3.7702 -4.8585 4.2485
C 0.6638 2.2173 -4.8428
C -0.7242 6.1993 2.8116
C 4.7393 6.2757 -3.6762
C 1.9510 -7.1390 1.4843
C 5.4579 6.7896 -5.9113
C -2.8429 1.1667 -0.3125
C -3.8792 1.3041 -1.4131
C -1.1102 5.7731 4.2176
C 6.3918 5.6013 -6.0632
C -3.0671 -5.2375 -0.1690
C 3.0737 -6.8981 4.2230
C -2.2551 -7.4768 6.2528
C 3.2666 -6.4861 1.8640
H 3.4448 -5.6200 1.2258
H -1.6216 2.4016 -2.4184
H 0.6403 -4.2745 1.8311
H -3.5890 6.4300 1.2323
H -0.7473 4.4052 -1.2678
H -2.3353 8.5865 1.1923
H -2.0832 -3.8188 1.4995
H 2.2775 0.9644 -5.5061
H 1.9913 4.5903 -4.6698
H 0.6653 4.1897 -6.7926
H 0.1720 2.2369 -5.8225
H 5.8372 4.7156 -6.3758
H 1.1313 -6.4340 1.6197
H 5.1017 -7.6244 4.3624
H 2.1173 -3.5572 0.2149
H 4.0484 -8.6599 3.3906
H 2.0576 -7.3077 4.1675
H -0.7214 4.9890 -6.0432
H 6.5135 7.5211 -3.4516
H -2.9756 0.2082 0.1931
H -1.4257 4.7292 4.2275
H 4.9767 7.0059 -6.8653
H 0.1891 1.4240 -4.2636
H 0.5907 5.3796 -3.9639
H 0.7660 5.8956 -6.3720
H -3.1636 -2.6836 -1.2126
H -0.2528 5.8821 4.8828
H 1.7399 -8.0286 2.0797
H -4.9111 -4.6028 -1.1071
H -3.8118 2.2614 -1.9323
H 3.1297 -6.3054 5.1364
H -0.0315 -2.6917 1.3580
H -4.7901 -4.4722 4.2341
H 2.6324 1.8714 -4.0277
H 4.1001 -7.1796 1.7016
H -2.8454 -5.6518 -1.1597
H -0.5745 3.5021 0.2455
H -3.7622 0.5073 -2.1483
H -2.4648 -8.5287 6.0557
H -3.4454 6.3574 2.9827
H 6.9153 5.3671 -5.1355
H -3.3103 -6.0838 0.4804
H 0.9603 -2.9935 -0.7732
H -4.8790 1.2243 -0.9860
H -0.7323 -7.2994 4.7460
H -4.9000 -4.3941 0.6324
H 0.1038 5.5866 2.4540
H 5.7138 7.0899 -1.9448
H -2.9831 1.9484 0.4437
H 7.1461 5.8217 -6.8193
H -1.4277 -5.7615 5.2340
H 1.9741 -7.4380 0.4361
H -0.0362 2.0917 -1.7434
H 2.6542 2.6819 -5.5988
H -3.6155 -2.3522 0.4613
H 4.9962 8.3111 -3.0067
H -0.3769 7.2394 2.8115
H -1.9206 6.3795 4.6242
H -3.7777 8.6907 2.2133
H -4.2153 -6.5243 2.9700
H -1.5449 -7.4136 7.0781
H -3.3476 -4.6339 5.2284
H 6.0242 7.6844 -5.6282
H -0.9401 -5.8075 0.7360
H -2.1748 3.8454 -0.4053
H -1.1595 -3.9823 -0.8738
H -3.1798 -6.9987 6.5782
H 5.2718 5.3188 -3.6230
H 3.8938 -8.6565 5.1434
H -4.3806 -6.8861 4.6818
H -3.1856 -4.3228 3.4988
H -2.1875 8.5531 2.9538
H 3.7870 6.1364 -3.1636
*
```

Properties
- Frontier orbital gap: 8.66 eV
- Energy: -65801.1729 eV
- SMILES: NC[PH3]CCCCl.CCOCC.CCOCC.CCOCC.CCOCC.CCOCC.CCOCC

---

[3]
# C28H73O14P

A cluster of 7 separate species, C28H73O14P in total (ωB97M-V/def2-TZVPD, OMol25).

```
! wB97M-V def2-TZVPD RIJCOSX def2/J DEFGRID3
* xyz 0 1
P 1.5462 -0.9508 0.3654
O -3.7237 -0.9997 -3.6284
O -0.3293 0.7022 -1.6457
O 6.4516 -4.4455 2.5467
O 6.1556 3.7645 -2.1951
O -8.2205 1.9238 -5.4546
O -2.3108 -3.3836 -2.6545
O -4.9076 2.9227 3.6964
O -5.4880 2.5823 -4.5778
O 5.9032 0.9683 -1.3219
O 4.7570 -2.3136 1.4114
O 3.1012 -3.3802 5.3925
O 1.0509 -2.9261 7.4430
O -2.9043 2.8923 1.5524
O 0.1577 -0.2973 1.1721
C -6.0469 3.3767 -3.5508
C -6.0231 1.2662 -4.6346
C 5.1091 -4.1801 2.9255
C -7.0742 1.1271 -5.7106
C 5.2047 1.4251 -0.1786
C -8.2451 3.1333 -6.1872
C -3.5580 -4.0443 -2.5552
C -2.7275 2.2913 2.8271
C -4.0398 1.8363 3.4232
C -2.0872 -2.7746 -3.9153
C -2.8631 4.3072 1.5900
C -1.0465 -0.1995 0.4527
C 3.2271 -3.7565 6.7534
C 3.1606 -1.9796 5.1807
C -0.4174 1.6968 -2.6520
C 0.0818 -2.8723 6.4125
C 1.8868 -4.0680 7.3802
C 7.3606 -3.4437 2.9564
C 6.2151 2.6416 -3.0573
C -1.0869 0.9824 -0.4891
C 5.3936 1.4823 -2.5399
C -2.3552 -1.2878 -3.8791
C 7.2845 3.8943 -1.3517
C -5.9085 3.1119 2.7144
C -3.9886 -0.6428 -2.2850
C 4.2974 -3.5996 1.7923
C 0.7822 2.6373 -2.6048
C 5.5417 -2.3201 0.2307
H 2.0092 0.3519 0.1170
H -1.8364 4.6625 1.7312
H 3.8519 -4.6545 6.7907
H -5.7334 4.4050 -3.7248
H 0.5267 -3.0454 5.4299
H 5.7850 1.1376 0.6969
H -1.2645 -1.1196 -0.1018
H -3.2309 4.6699 0.6313
H -7.4026 0.0840 -5.7464
H -2.1038 -0.8585 -4.8545
H -1.8548 -0.0653 1.1740
H -2.0757 1.4220 2.6984
H -4.5253 1.1195 2.7524
H 1.8803 -1.6538 1.5263
H 0.5699 3.5804 -3.1033
H -3.5548 -4.9717 -3.1382
H -6.6449 1.3801 -6.6854
H 6.3111 -3.0948 0.2672
H -3.4941 4.7067 2.3868
H -5.0679 -0.6752 -2.1434
H 4.2195 0.9504 -0.1131
H 2.7344 -1.4818 -0.2807
H -9.0404 3.7497 -5.7713
H 6.0195 -1.3460 0.1438
H -7.2981 3.6726 -6.1080
H 3.7318 -2.9695 7.3224
H -2.1319 1.1915 -0.7401
H -0.3577 -1.8767 6.4317
H 2.0491 -4.4145 8.4054
H -1.7202 -0.8122 -3.1247
H -5.1984 0.5842 -4.8469
H 4.9101 -2.4760 -0.6506
H 8.3058 -3.6336 2.4504
H 8.1581 4.2322 -1.9201
H 5.0838 2.5110 -0.1823
H -7.1386 3.3331 -3.5547
H -0.4198 1.1613 -3.6019
H 5.4229 0.6731 -3.2761
H -5.6795 3.0586 -2.5675
H -0.7088 1.8633 0.0402
H 2.5097 -1.4406 5.8720
H -1.0366 -2.9354 -4.1755
H -2.7038 -3.2498 -4.6851
H -8.4631 2.9444 -7.2442
H -0.7094 -3.6103 6.5843
H -3.8380 1.3284 4.3710
H -6.4461 0.9894 -3.6633
H -6.3779 4.0743 2.9099
H -4.3795 -3.4095 -2.8961
H 5.0760 -3.5080 3.7854
H -3.6375 0.3742 -2.0792
H 1.0365 2.8375 -1.5655
H 0.7481 -1.6187 -0.5761
H 1.3946 -4.8729 6.8250
H -1.3598 2.2409 -2.5709
H 4.1874 -1.6125 5.2917
H 7.5261 -3.4868 4.0392
H 4.2996 -4.2788 0.9340
H 7.2530 2.3260 -3.2036
H 7.0085 -2.4445 2.6878
H 7.0443 4.6442 -0.6001
H 4.6595 -5.1291 3.2308
H 4.3498 1.7900 -2.4175
H 7.5242 2.9535 -0.8513
H -3.7123 -4.2913 -1.5061
H -3.5176 -1.3358 -1.5837
H 2.8314 -1.7878 4.1602
H -2.2268 2.9857 3.5084
H 3.2621 -3.4922 2.1346
H -6.6714 2.3283 2.7801
H -5.4880 3.1192 1.7057
H 5.8158 2.9508 -4.0282
H 1.6379 2.1658 -3.0838
*
```

Properties
- Frontier orbital gap: 9.61 eV
- Energy: -68163.9219 eV
- SMILES: CCOCCO[PH4].COCCOC.COCCOC.COCCOC.COCCOC.COCCOC.COCCOC